Record 1
ORCA calculation (wB97M-V/def2-TZVPD) on a molecular structure, C4H3O2V.

Geometry as ORCA input:
```
! wB97M-V def2-TZVPD RIJCOSX def2/J DEFGRID3
* xyz -1 4
O 0.4340 -0.6049 1.8867
C -0.5388 0.1134 1.1569
C -0.0447 1.3757 0.4707
C -0.3313 0.2677 -0.4768
C 0.0956 -0.6614 -1.3542
H 1.0247 1.6214 0.5889
H -0.7177 2.2435 0.4813
H 0.3560 -0.4038 -2.3933
V -0.3033 -1.9474 0.7482
O 0.0254 -2.0042 -1.1084
*
```

## Properties
* LUMO (alpha / beta): 0.1232 / 0.1181 Eh
* DFT total energy: -33974.705 eV



Record 2
ORCA calculation (wB97M-V/def2-TZVPD) on C4H4 in the gas phase.

Geometry as ORCA input:
```
! wB97M-V def2-TZVPD RIJCOSX def2/J DEFGRID3
* xyz 0 1
C 0.3736 0.0906 0.4651
C 1.6559 -0.1775 0.0621
C -0.7381 0.6626 0.9400
C 0.5722 -0.5612 -0.8607
H -0.9064 0.6669 1.9940
H -1.4815 1.0941 0.0984
H 0.3790 -0.2348 -1.9270
H 0.1453 -1.5407 -0.7719
*
```

## Properties
* LUMO: -0.0369 Eh
* DFT total energy: -4206.531 eV



Record 3
ORCA calculation (wB97M-V/def2-TZVPD) on C4H4 in the gas phase.

Geometry as ORCA input:
```
! wB97M-V def2-TZVPD RIJCOSX def2/J DEFGRID3
* xyz 0 1
C 0.6489 -0.2928 1.1079
C 0.6100 -1.5040 0.6764
C -0.2916 0.1606 -1.0760
C -0.3896 0.3061 0.2294
H 1.2056 0.4268 1.5870
H 0.4921 -0.4812 -1.5747
H -1.1115 0.4857 -1.7583
H -1.1639 0.8987 0.8083
*
```

## Properties
* LUMO: 0.0069 Eh
* DFT total energy: -4207.654 eV



Record 4
ORCA calculation (wB97M-V/def2-TZVPD) on 16 unconnected molecules or ions with the total composition C4H40O17.

Geometry as ORCA input:
```
! wB97M-V def2-TZVPD RIJCOSX def2/J DEFGRID3
* xyz 0 1
C 0.3602 -0.2262 -0.1905
O 1.7248 -0.6133 -0.6179
C 0.2238 0.5465 1.0818
C -1.1247 0.6472 1.6745
C -1.0930 1.2507 3.0894
O -1.8925 -0.5598 1.8031
H -0.1744 -1.2148 -0.1281
H -0.0104 0.1393 -1.1416
H 2.2914 0.0246 -0.1749
H 0.5710 1.5801 0.8390
H 1.0553 0.2928 1.7522
H -1.7285 1.2464 0.9280
H -0.9436 2.3195 2.8515
H -0.5107 0.6838 3.8450
H -2.0776 1.1423 3.6028
H -1.8770 -0.8570 2.7317
H 3.1262 2.0729 3.3591
H 2.2543 3.2999 2.9916
O 2.4541 2.6545 3.7114
H 3.2176 -1.1850 1.1376
H 4.7869 -1.0223 1.0115
O 4.0041 -0.7859 1.4991
H 2.5851 1.4077 -2.5254
H 3.2157 2.7046 -2.9348
O 2.5769 2.3437 -2.3155
H -3.9072 0.3219 1.0445
H -3.8811 1.9150 1.0140
O -4.2568 1.1356 0.6145
H -1.9672 3.7851 1.0794
H -1.9331 3.9221 -0.3688
O -1.4644 3.4487 0.3295
H -3.3324 1.2010 -1.6351
H -1.8276 1.7760 -1.9203
O -2.6610 1.4897 -2.2801
H -2.5543 0.5533 -3.7221
H -1.1673 0.6111 -4.3010
O -1.9192 0.0186 -4.2866
H -1.8453 -3.4153 -0.0689
H -1.2853 -4.5058 -0.8251
O -1.2466 -4.1869 0.1171
H 3.2156 -1.3631 -2.7344
H 1.9429 -2.1082 -3.1930
O 2.8792 -2.2284 -2.9666
H 2.7394 3.5972 0.1008
H 3.3220 2.1775 -0.1819
O 2.9995 2.7660 0.4936
H -1.8461 -1.9372 -3.8397
H -0.3263 -2.1239 -3.9625
O -1.0993 -2.4332 -3.4951
H 0.0246 -3.5503 2.2640
H -0.4909 -2.2023 2.0151
O 0.1979 -2.6333 2.5232
H -2.0216 -2.1070 -0.9732
H -3.4751 -2.3451 -1.2904
O -2.9111 -2.1214 -0.5436
H 1.3860 3.4395 1.1150
H -0.0564 4.1117 1.4159
O 0.8168 3.8915 1.7323
H 0.9747 -3.7360 -0.7853
H 0.8212 -4.4493 0.5077
O 1.2082 -4.5899 -0.3545
*
```

## Properties
* LUMO: -0.0213 Eh
* DFT total energy: -39602.880 eV



Record 5
ORCA calculation (wB97M-V/def2-TZVPD) on 15 unconnected molecules or ions with the total composition C4H41N2O14.

Geometry as ORCA input:
```
! wB97M-V def2-TZVPD RIJCOSX def2/J DEFGRID3
* xyz 1 1
N 0.1567 -0.2368 -2.7484
C 0.0324 -0.0101 -1.2878
C 1.3244 -0.3231 -0.5632
C -1.0699 -0.9032 -0.6400
N -1.5538 -0.2484 0.5712
C -2.8228 0.4610 0.4006
H -0.5683 0.3207 -3.2552
H 0.9846 0.0102 -3.2918
H 0.0485 -1.2421 -3.0077
H -0.2736 1.0279 -1.1639
H 1.4440 0.1813 0.3881
H 2.1491 0.1416 -1.1428
H 1.6828 -1.3388 -0.5646
H -1.8431 -0.9452 -1.4128
H -0.5631 -1.8412 -0.4534
H -1.6018 -0.9211 1.3156
H -3.2906 0.3000 -0.5724
H -3.5842 0.2093 1.1423
H -2.6715 1.5409 0.4765
H 3.0383 -0.3025 2.7894
H 3.8158 -0.9565 1.6438
O 3.6829 -0.1214 2.1095
H -2.8400 -0.6305 -4.3346
H -3.1002 0.2717 -3.0023
O -2.9212 -0.5966 -3.3791
H -0.6557 -3.3220 1.4432
H -0.3698 -4.7298 0.6891
O -0.2401 -3.7805 0.6908
H -2.0776 2.8987 -1.5363
H -3.3110 3.0297 -2.5753
O -2.4925 2.5833 -2.3519
H -1.7007 -1.9733 3.3912
H -2.3747 -3.2499 2.6550
O -1.5580 -2.8446 2.9603
H -0.6036 3.0150 0.8317
H -1.0280 4.5454 0.5312
O -1.1612 3.6170 0.3322
H -1.9265 0.3407 3.8892
H -2.3335 -0.5208 5.0703
O -2.3247 -0.5133 4.1049
H 1.4212 3.5834 -1.1360
H 2.5329 3.5085 -2.0829
O 1.8570 2.9315 -1.7017
H 2.9822 2.4434 0.7279
H 2.2941 3.4452 1.6808
O 3.0016 3.3448 1.0379
H 2.3761 -2.7315 0.2951
H 3.2259 -3.4306 1.2747
O 3.2806 -2.7165 0.6351
H 2.1807 1.1996 2.4247
H 0.7980 0.6167 2.3664
O 1.2637 1.4630 2.2572
H 0.4463 -1.9190 3.4321
H 0.5150 -1.5635 1.9122
O 0.8623 -1.3458 2.7818
H 0.4991 2.2268 -3.1326
H -1.0041 2.3193 -3.2764
O -0.1999 2.1056 -3.7948
H -0.2087 -3.3224 -1.8904
H 1.0851 -3.7485 -2.7003
O 0.5739 -3.0107 -2.3584
*
```

## Properties
* LUMO: -0.0875 Eh
* DFT total energy: -36453.837 eV



Record 6
ORCA calculation (wB97M-V/def2-TZVPD) on 15 unconnected molecules or ions with the total composition C4H41N2O15.

Geometry as ORCA input:
```
! wB97M-V def2-TZVPD RIJCOSX def2/J DEFGRID3
* xyz 1 1
N -0.0578 0.2242 -0.7407
C -0.2236 -0.7492 0.4460
C -0.7285 0.1196 1.6995
C -1.4056 -0.5840 2.8599
O -1.8375 0.9879 1.1645
C 1.0831 -1.3950 0.7038
N 1.3975 -2.1803 -0.5343
H 0.3894 1.1169 -0.3693
H 0.4940 -0.2392 -1.3627
H -1.0501 0.3606 -1.0582
H -1.0133 -1.3804 0.1118
H 0.0407 0.9082 2.0578
H -1.1868 -1.6891 2.6813
H -0.6407 -0.3060 3.7321
H -2.4435 -0.3867 3.2030
H -1.5314 1.8759 0.6997
H 0.8854 -2.0431 1.7095
H 1.9422 -0.7185 0.9490
H 0.4999 -2.6667 -0.8580
H 1.9835 -2.9579 -0.2762
H -3.4440 2.6365 0.1786
H -2.9372 1.5940 -0.7530
O -3.1049 2.5486 -0.6475
H 3.7798 0.5446 1.6265
H 3.3004 1.3638 0.5245
O 3.1625 1.2468 1.4040
H -3.6387 -0.7880 0.2431
H -3.8324 -1.3204 -1.0142
O -3.1916 -0.8805 -0.6395
H 3.8791 -3.4731 1.3242
H 2.8800 -4.2759 1.6622
O 3.2880 -3.5920 2.1259
H -1.1970 0.8048 -3.0793
H -1.6301 0.6429 -4.5324
O -1.3008 0.1149 -3.8076
H 0.4500 3.2848 1.1706
H 1.8139 2.4646 0.8511
O 0.9864 2.7155 0.4979
H -3.4079 1.3247 2.1135
H -3.4449 2.1073 3.2839
O -3.8595 1.8524 2.6082
H 4.1403 0.5199 -1.6107
H 5.1472 1.2873 -0.8496
O 4.2603 1.2772 -1.0437
H -1.5695 -3.6366 0.4006
H -2.6002 -3.4704 1.4744
O -1.7045 -3.3050 1.2895
H -0.4061 4.9731 2.1924
H 0.2956 3.9926 3.2620
O -0.1933 4.0971 2.4249
H 0.4528 -0.3065 -3.7547
H 1.3259 -1.4453 -3.0066
O 1.2901 -0.3829 -3.1394
H 4.0011 -1.3197 -2.7862
H 2.9108 -1.0565 -1.8361
O 3.8317 -1.1867 -1.8524
H -0.9368 -1.8052 -2.8288
H -1.8312 -2.6690 -1.9467
O -0.9182 -2.5548 -2.2412
H -0.2815 2.7201 -1.5205
H -1.6168 2.7349 -2.2955
O -0.7460 2.3231 -2.2910
*
```

## Properties
* LUMO: -0.0981 Eh
* DFT total energy: -38497.905 eV



Record 7
ORCA calculation (wB97M-V/def2-TZVPD) on a molecular structure, C4H43BInNO22P.

Geometry as ORCA input:
```
! wB97M-V def2-TZVPD RIJCOSX def2/J DEFGRID3
* xyz -1 1
C 0.4848 -3.4261 1.3895
C 0.3514 -3.2230 -0.2631
O -0.9967 -3.5809 -0.7318
C 0.8510 -1.7140 -0.6634
O -0.1487 -0.8861 -1.3554
In -1.1355 0.4367 -0.0634
O -2.7980 -0.6553 0.7210
C -3.4238 -1.2023 -0.5286
N -3.9000 -1.6784 -1.6535
P -2.2152 2.4363 -1.2958
O -3.6349 2.0619 -1.8822
B 0.1672 1.3521 1.5560
O 0.9800 0.5524 2.4979
O 0.2561 2.8481 1.6906
H -0.2146 -2.6058 1.8593
H 0.1542 -4.5050 1.7211
H 1.6224 -3.3021 1.7180
H 1.0953 -4.0058 -0.7693
H -1.2524 -4.4282 -0.2205
H 1.2555 -1.1882 0.3150
H 1.7524 -1.8534 -1.4339
H -2.4559 3.4207 -0.2362
H -1.3160 3.0677 -2.2280
H 1.8502 0.4047 2.0179
H 0.0849 3.1061 2.6550
O -1.1809 2.1937 -4.3510
H -2.1215 2.0303 -4.1853
H -1.0430 1.8726 -5.2547
O -1.5896 -6.1704 1.3291
H -1.1967 -6.6765 2.0560
H -2.3409 -6.7125 1.0456
O -1.2507 0.9389 4.7110
H -2.0097 1.4859 4.4589
H -0.6361 1.0346 3.9680
O 0.3069 4.5137 -1.3625
H 0.4242 4.7395 -0.4276
H 0.0501 5.3518 -1.7753
O -2.3320 -2.7499 3.2153
H -2.8384 -2.3949 3.9612
H -2.6453 -2.2381 2.4547
O 0.7096 -7.7748 0.2923
H 0.0032 -7.2170 0.6511
H 1.0904 -7.2406 -0.4208
O -1.2665 2.5262 7.5209
H -1.1745 1.9146 6.7750
H -2.2187 2.7001 7.5650
O 3.9797 -2.3585 -1.9702
H 3.9997 -2.1231 -2.9099
H 4.6622 -3.0410 -1.8852
O 1.2968 7.0539 0.0861
H 2.1564 6.6281 0.2221
H 1.0151 7.3035 0.9789
O -5.6233 1.0174 1.4581
H -5.6033 1.2529 0.5184
H -4.9409 0.3349 1.5431
O 1.3255 4.2593 -4.7743
H 1.0897 4.7073 -3.9482
H 0.7463 3.4828 -4.7932
O 4.8104 -3.7794 -3.8555
H 5.1516 -4.1142 -4.6983
H 4.0654 -4.3655 -3.6550
O 0.0516 6.0844 2.2005
H -0.0165 5.2327 1.7436
H -0.7612 6.1343 2.7254
O 5.9001 -4.5642 -6.6485
H 5.9201 -4.3288 -7.5882
H 6.5825 -5.2467 -6.5635
O -0.6373 5.4899 4.9109
H -1.2072 5.6123 5.6849
H 0.2156 5.2261 5.2875
O 0.8274 0.2903 -3.9733
H 0.5917 0.7383 -3.1471
H 0.2483 -0.4862 -3.9922
*
```

## Properties
* LUMO: 0.0579 Eh
* DFT total energy: -66519.442 eV



Record 8
ORCA calculation (wB97M-V/def2-TZVPD) on a molecular structure, C4H4AgO.

Geometry as ORCA input:
```
! wB97M-V def2-TZVPD RIJCOSX def2/J DEFGRID3
* xyz 0 2
O -0.4299 -0.1271 1.8003
C -0.9103 -0.1666 0.5981
C -0.5478 -1.0428 -0.3908
C -0.0394 -0.5960 -1.6405
C 0.7376 -0.0748 -2.4336
H -1.3996 0.7628 0.2559
H -0.3790 -2.0870 -0.1114
H 1.3910 0.0379 -3.2818
Ag 0.4153 1.0000 3.1274
H 1.1619 2.2934 2.0763
*
```

## Properties
* LUMO (alpha / beta): 0.0048 / -0.0915 Eh
* DFT total energy: -10252.252 eV



Record 9
ORCA calculation (wB97M-V/def2-TZVPD) on a molecular structure, C4H4AgO5.

Geometry as ORCA input:
```
! wB97M-V def2-TZVPD RIJCOSX def2/J DEFGRID3
* xyz 1 1
O 2.1531 0.1899 2.5114
C 3.0371 0.2913 1.7537
O 1.3286 -0.7909 -0.8022
H -2.6537 -1.1753 -0.9379
Ag 3.5288 0.4275 -1.7698
O 3.7275 0.5963 0.8585
O -0.7387 -1.3750 -0.1901
C -2.0312 -0.7409 -0.1500
C -1.7056 0.7395 -0.3780
O -0.2739 0.7377 -0.5149
C 0.2058 -0.4835 -0.3777
H -2.4723 -0.9384 0.8323
H -1.9716 1.3815 0.4668
H -2.1338 1.1402 -1.3021
*
```

## Properties
* LUMO: -0.2114 Eh
* DFT total energy: -18442.437 eV



Record 10
ORCA calculation (wB97M-V/def2-TZVPD) on a molecular structure, C4H4AlLiO5.

Geometry as ORCA input:
```
! wB97M-V def2-TZVPD RIJCOSX def2/J DEFGRID3
* xyz 2 1
O -3.1072 -0.3472 -0.1109
C -3.1116 0.8974 0.3687
C -1.7387 -0.6519 -0.5260
O -4.1210 1.5548 0.5029
O -1.8859 1.3605 0.5345
C -0.8942 0.2595 0.3248
Li 1.0113 0.9531 -0.2786
H -1.7035 -0.4519 -1.6090
H -1.5421 -1.7170 -0.3530
H -0.8177 -0.1941 1.3320
C 3.4383 -0.7548 -0.1677
O 2.8679 0.3908 -0.1962
O 4.6495 -0.8076 0.1445
Al 4.1661 1.1795 0.2301
H 2.7889 -1.6712 -0.1961
*
```

## Properties
* LUMO (alpha / beta): -0.3971 / -0.4520 Eh
* DFT total energy: -21230.952 eV



Record 11
ORCA calculation (wB97M-V/def2-TZVPD) on a molecular structure, C4H4AlO2.

Geometry as ORCA input:
```
! wB97M-V def2-TZVPD RIJCOSX def2/J DEFGRID3
* xyz 4 2
C -0.4129 -0.3565 -1.9453
O -1.4454 -1.0056 -1.8978
H -1.8399 -1.3235 -2.7415
C 0.3723 0.2700 -0.8322
C -0.1021 -0.1014 0.5337
C 0.3145 0.3994 1.6622
O 0.7743 0.6679 2.7135
Al 1.7093 0.5836 3.8340
H 1.4183 -0.0411 -0.9988
H 0.3623 1.3515 -1.0487
H -1.1507 -0.4444 0.7208
*
```

## Properties
* LUMO (alpha / beta): -0.8866 / -0.8837 Eh
* DFT total energy: -14838.909 eV



Record 12
ORCA calculation (wB97M-V/def2-TZVPD) on a molecular structure, C4H4AuCl2MnN2O4.

Geometry as ORCA input:
```
! wB97M-V def2-TZVPD RIJCOSX def2/J DEFGRID3
* xyz 4 7
Mn -1.9758 0.6174 -3.4910
Au -0.8177 0.0775 -0.1438
Cl -0.5830 1.5762 -1.9149
Cl -0.9693 -1.2708 -4.1882
C -1.1633 -1.3115 1.0999
C -2.9994 2.1511 -3.5311
C -3.5807 -0.3011 -3.5836
O -1.2490 -2.1485 1.8886
O -3.6781 3.0951 -3.5598
O -4.6033 -0.8500 -3.6902
N 1.9852 -0.3218 3.5805
C 2.3393 -0.1794 2.2552
N 3.6694 -0.4019 2.0003
O 1.5278 0.0349 1.3570
H 2.7181 -0.2107 4.2723
H 1.0707 0.0347 3.8124
H 3.9815 -0.1933 1.0699
H 4.3276 -0.3980 2.7664
*
```

## Properties
* LUMO (alpha / beta): -0.6343 / -0.7533 Eh
* DFT total energy: -75386.598 eV